Entry 1:
{"formula": "C27H24BF3O2S", "method": "ωB97M-V/def2-TZVPD", "elements": ["C", "C", "C", "C", "C", "C", "C", "C", "C", "H", "H", "H", "H", "H", "H", "H", "H", "H", "H", "H", "C", "C", "C", "C", "C", "B", "C", "C", "C", "C", "C", "F", "F", "F", "C", "C", "O", "C", "C", "C", "C", "C", "C", "O", "S", "H", "H", "H", "H", "H", "H", "H", "H", "H", "H", "H", "H", "H"], "xyz": [[-0.610921, -2.196174, 2.706705], [-0.586236, -0.766073, 2.004289], [-0.636960, 0.259323, 3.201547], [0.898126, -0.705279, 1.499483], [1.757174, 0.305172, 1.995433], [3.031700, -0.001769, 2.473192], [3.599733, -1.245053, 2.234849], [2.861079, -2.166265, 1.496462], [1.558316, -1.882828, 1.086411], [-0.609185, -3.013354, 1.974386], [0.225864, -2.262452, 3.428055], [-1.556590, -2.361946, 3.262596], [-0.636889, 1.298679, 2.860465], [-1.572066, 0.153318, 3.767105], [0.202216, 0.065941, 3.888545], [1.394078, 1.321156, 2.155065], [3.578490, 0.737643, 3.040940], [4.591613, -1.484481, 2.618883], [3.303059, -3.129689, 1.280554], [1.024333, -2.655645, 0.533258], [-1.979723, 0.680788, -5.377943], [-1.135757, 0.944133, -4.203115], [-1.141431, 2.147774, -3.502808], [-0.241672, 2.134440, -2.391698], [0.384461, 0.910376, -2.142836], [-2.190633, -0.842771, 1.768151], [1.638193, 0.750373, -1.475237], [2.394018, -0.419139, -1.758809], [3.684742, -0.522582, -1.276707], [4.277588, 0.589627, -0.700196], [5.770162, 0.648349, -0.566305], [6.297783, 1.765545, -1.162075], [6.218620, 0.689249, 0.734379], [6.388028, -0.422260, -1.153489], [3.524404, 1.713652, -0.317395], [2.220384, 1.824746, -0.771597], [-2.975560, 0.323361, 2.035275], [-4.050028, 0.207160, 1.209551], [-4.083825, -1.090919, 0.685140], [-5.161573, -1.539039, -0.065033], [-6.328964, -0.719976, -0.033894], [-6.269975, 0.587125, 0.465808], [-5.040697, 1.131764, 0.927146], [-2.987282, -1.805677, 1.135110], [-0.067448, -0.216866, -3.498530], [-2.089409, 1.609721, -5.951196], [-1.576679, -0.106979, -6.023923], [-2.972375, 0.377410, -5.013330], [-1.738817, 3.007886, -3.833711], [0.066051, 3.040234, -1.866331], [1.940676, -1.220107, -2.334158], [4.244115, -1.440502, -1.423561], [3.964044, 2.506562, 0.281340], [1.644792, 2.752085, -0.630486], [-5.094674, -2.525196, -0.560643], [-7.291805, -1.131591, -0.358618], [-7.189237, 1.194773, 0.522601], [-4.867420, 2.196272, 1.120892]], "atomic_forces_ev_per_a": [[-0.15, -0.01, 0.52], [-0.73, -0.81, 2.35], [-0.07, -0.31, 0.28], [0.33, -0.25, -0.12], [-0.46, -0.30, 0.49], [0.03, -0.01, -0.69], [-0.29, -0.12, 0.17], [0.15, 0.35, -0.22], [-0.15, -0.07, 0.32], [0.30, 0.29, 0.18], [-0.37, -0.22, -0.40], [0.31, 0.22, 0.07], [0.14, -0.20, 0.00], [0.31, -0.08, 0.02], [-0.27, 0.23, -0.24], [-0.08, -0.41, 0.17], [0.08, 0.19, -0.16], [-0.29, 0.00, -0.10], [-0.07, -0.05, -0.20], [-0.05, 0.14, 0.31], [-0.58, -0.35, -0.36], [0.53, 1.40, 1.37], [0.44, -1.04, -0.26], [0.17, -0.88, 0.04], [-1.67, 1.13, -2.77], [0.73, 1.61, -1.96], [1.62, -0.56, -0.44], [-0.53, 0.93, 1.18], [-0.01, 0.14, -0.69], [0.22, 0.41, 0.65], [1.15, -0.15, 0.44], [-0.52, -0.78, 0.41], [-0.43, -0.05, -0.90], [-0.48, 0.77, 0.51], [0.01, -0.22, -0.79], [-0.22, -0.40, 0.14], [0.93, -0.11, -0.83], [-0.72, -0.63, -0.26], [-1.00, 0.14, 0.14], [-0.16, -0.21, 0.47], [0.54, -0.15, 0.04], [0.34, 0.16, -0.28], [-0.40, -0.32, 0.49], [0.60, 0.52, -0.50], [-0.32, 1.25, 1.16], [-0.03, -0.30, 0.03], [-0.14, 0.19, 0.08], [0.13, -0.03, -0.38], [0.36, -0.43, 0.26], [-0.40, -0.32, -0.04], [0.13, -0.01, 0.24], [0.09, 0.26, -0.16], [0.13, -0.03, -0.33], [0.39, -0.62, 0.21], [-0.39, 0.63, 0.50], [0.53, 0.24, -0.11], [0.68, -0.28, -0.34], [-0.43, -0.50, 0.33]], "smiles": "Cc1ccc(-c2ccc(C(F)(F)F)cc2)s1.CC(C)(B1Oc2ccccc2O1)c1ccccc1", "orbital_gap_ev": 7.755, "lumo_energy_ha": -0.002, "charge": 0, "e_above_lowest_kcal_mol": 0.0, "largest_force_ev_per_a": 3.4}

Entry 2:
{"formula": "C27H24ClI2N8O9RuS", "method": "ωB97M-V/def2-TZVPD", "elements": ["Ru", "I", "C", "C", "C", "I", "C", "C", "C", "C", "N", "C", "C", "O", "H", "H", "H", "H", "N", "C", "N", "C", "N", "N", "C", "N", "C", "C", "C", "C", "C", "N", "H", "H", "H", "H", "H", "H", "H", "H", "C", "C", "C", "C", "C", "C", "C", "S", "O", "O", "N", "C", "C", "C", "O", "O", "H", "H", "H", "H", "H", "H", "H", "H", "H", "H", "H", "H", "O", "Cl", "O", "O", "O"], "xyz": [[-1.501474, -0.977103, 0.414699], [-3.629569, -3.492444, 4.654624], [-3.720737, -4.069739, 2.675242], [-4.442384, -5.200756, 2.289859], [-4.517000, -5.570770, 0.964186], [-5.542771, -7.307678, 0.499706], [-3.906143, -4.777892, -0.058741], [-3.958501, -5.044088, -1.442932], [-3.352592, -4.186266, -2.317540], [-2.712871, -3.036161, -1.830931], [-2.642152, -2.766152, -0.535866], [-3.203181, -3.633951, 0.335055], [-3.026387, -3.289669, 1.717245], [-2.286375, -2.310652, 2.012271], [-4.939644, -5.794523, 3.044143], [-4.479489, -5.924324, -1.800395], [-3.364986, -4.372222, -3.385371], [-2.270692, -2.321078, -2.505468], [1.902119, -1.558613, 1.298683], [1.351822, -0.444900, 1.802533], [2.181691, 0.492443, 2.236269], [1.606229, 1.555641, 2.779304], [2.397005, 2.567347, 3.171550], [0.279681, 1.702222, 3.018651], [-0.438285, 0.751640, 2.513655], [-0.008409, -0.356587, 1.893024], [-1.903846, 0.856817, 2.643586], [-2.494777, 1.617935, 3.629443], [-3.877404, 1.657004, 3.702181], [-4.622250, 0.938449, 2.781783], [-3.955389, 0.204825, 1.825553], [-2.621656, 0.166635, 1.762228], [2.888092, -1.517797, 1.111323], [1.339719, -2.151721, 0.722883], [3.341585, 2.568939, 2.829656], [1.950466, 3.447175, 3.367259], [-1.859427, 2.159374, 4.314896], [-4.367627, 2.237745, 4.473744], [-5.704614, 0.941564, 2.802467], [-4.489118, -0.367626, 1.079370], [5.923132, -0.602430, -1.595034], [5.198883, 0.711596, -1.784667], [4.883012, 1.520438, -0.693856], [4.204605, 2.716520, -0.863227], [3.834596, 3.112569, -2.145596], [4.139167, 2.322317, -3.247450], [4.824452, 1.129508, -3.058076], [2.885639, 4.589299, -2.348917], [3.443999, 5.590219, -1.486428], [2.747407, 4.809636, -3.760403], [1.435718, 4.208154, -1.759866], [0.691618, 3.135807, -2.480761], [-0.553692, 2.773387, -1.674694], [-0.205460, 2.009234, -0.418444], [0.842839, 2.290956, 0.187338], [-1.083189, 1.142707, 0.045567], [6.039464, -0.840595, -0.535621], [6.919168, -0.570337, -2.044548], [5.375462, -1.419292, -2.073124], [5.172076, 1.200694, 0.303588], [3.954361, 3.342928, -0.013611], [3.826724, 2.644270, -4.234176], [5.065155, 0.507864, -3.916881], [1.511353, 3.956263, -0.773982], [1.306846, 2.246116, -2.587026], [0.440357, 3.486827, -3.477118], [-1.249406, 2.181701, -2.264809], [-1.052536, 3.688114, -1.335858], [0.194699, -1.846205, -3.310276], [0.052342, -1.037545, -2.132196], [0.169282, -1.886254, -0.884446], [0.994544, 0.028559, -2.080685], [-1.331279, -0.536068, -2.044547]], "atomic_forces_ev_per_a": [[1.01, 0.08, 2.95], [0.04, 0.06, 0.21], [0.63, 0.71, -0.89], [0.02, -0.06, -0.60], [0.20, 0.35, 0.04], [-0.17, -0.26, -0.12], [-0.43, -0.56, 0.32], [0.01, -0.03, -0.08], [-0.02, -0.06, -0.03], [-0.06, 0.03, 0.27], [0.19, 0.94, -0.88], [-0.07, 0.05, 0.90], [-1.31, -1.70, 0.06], [2.10, 1.93, -0.44], [0.01, -0.01, 0.01], [0.04, 0.04, 0.03], [-0.01, 0.06, 0.12], [-0.07, -0.07, 0.00], [-0.15, 0.32, 0.25], [0.08, -0.47, -0.20], [-0.17, 0.05, 0.26], [0.32, 0.23, 0.09], [-0.19, -0.07, -0.13], [0.24, -0.04, 0.19], [-0.43, -0.06, 0.10], [-0.08, -0.24, -0.97], [-0.06, 0.05, 0.01], [-0.14, 0.10, 0.12], [0.04, 0.04, 0.10], [-0.09, 0.10, 0.13], [0.23, -0.15, -0.26], [-0.90, -0.51, -0.66], [0.05, 0.04, -0.01], [-0.11, -0.20, -0.18], [0.05, 0.01, 0.03], [0.03, -0.02, 0.03], [-0.02, 0.00, -0.01], [0.02, -0.02, -0.04], [0.09, -0.01, -0.02], [0.04, -0.05, 0.00], [-0.07, 0.12, -0.02], [0.05, -0.14, 0.05], [0.02, -0.03, 0.06], [-0.02, -0.01, -0.19], [0.20, -0.20, 0.04], [-0.01, -0.02, 0.13], [-0.02, 0.01, -0.09], [0.65, 0.13, -0.31], [-0.07, -0.04, 0.02], [-0.05, 0.06, 0.08], [-0.89, -0.41, -0.13], [0.09, 0.33, 0.47], [-0.01, -0.06, -0.03], [0.67, -0.58, 1.25], [-0.85, -0.33, -0.46], [0.17, 0.22, -1.11], [0.00, 0.03, -0.08], [-0.06, 0.01, 0.03], [0.04, 0.07, 0.04], [-0.05, 0.03, -0.07], [0.04, -0.04, -0.06], [0.06, -0.01, 0.08], [-0.04, 0.06, 0.09], [-0.06, 0.01, -0.02], [0.13, -0.09, -0.05], [-0.08, 0.18, 0.03], [-0.04, 0.05, -0.06], [-0.10, -0.04, -0.18], [0.17, 0.33, 1.05], [-0.93, -0.13, -0.57], [-0.62, 0.34, -0.28], [-0.11, -0.51, 0.06], [0.82, 0.12, -0.43]], "orbital_gap_ev": [6.116, 6.197], "lumo_energy_ha": [-0.063, -0.060], "charge": 0, "spin_multiplicity": 2, "e_above_lowest_kcal_mol": 64.8, "largest_force_ev_per_a": 3.1}

Entry 3:
{"formula": "C27H24F12N6O2PdS", "method": "ωB97M-V/def2-TZVPD", "elements": ["Pd", "C", "C", "C", "C", "C", "N", "C", "C", "C", "C", "C", "C", "C", "C", "O", "C", "F", "F", "F", "C", "F", "F", "F", "C", "C", "C", "O", "C", "F", "F", "F", "C", "F", "F", "F", "H", "H", "H", "H", "H", "H", "H", "H", "H", "H", "H", "H", "C", "N", "C", "C", "S", "N", "C", "C", "H", "H", "H", "H", "H", "H", "H", "H", "H", "H", "H", "H", "N", "C", "N", "C", "N"], "xyz": [[-0.408112, -0.482647, 0.128805], [5.498188, 1.669553, 3.925605], [4.522588, 1.197953, 2.901905], [4.771688, 1.324053, 1.533205], [3.839888, 0.918353, 0.617105], [2.601488, 0.329753, 1.005505], [1.693388, 0.019753, 0.082105], [1.930088, 0.027553, -1.263695], [2.963488, -0.763147, -1.799395], [3.265188, -0.735447, -3.140795], [2.574988, 0.111053, -4.001795], [2.927688, 0.218053, -5.450195], [1.525888, 0.871553, -3.489195], [1.163888, 0.816953, -2.152695], [0.042888, 1.724753, -1.613795], [-0.350912, 1.572453, -0.337595], [-1.265712, 1.534853, -2.430895], [-2.185612, 2.440853, -2.102595], [-1.791512, 0.327953, -2.071395], [-1.204312, 1.532053, -3.764095], [0.580988, 3.182553, -1.768095], [-0.150312, 4.068353, -1.104095], [1.832188, 3.255653, -1.294795], [0.640088, 3.614653, -3.040095], [2.356788, 0.190853, 2.403105], [3.303788, 0.647153, 3.299005], [1.073888, -0.427847, 2.969005], [0.082488, -0.798247, 2.144405], [1.459388, -1.752447, 3.716205], [2.517488, -1.684447, 4.541205], [1.761388, -2.681447, 2.804005], [0.446588, -2.219247, 4.442805], [0.461088, 0.575753, 4.019105], [0.771288, 1.852053, 3.753305], [0.867588, 0.353753, 5.280305], [-0.866612, 0.504053, 4.026105], [6.520088, 1.616353, 3.555205], [5.413588, 1.078953, 4.835305], [5.280288, 2.709253, 4.177105], [5.696688, 1.761753, 1.186905], [4.013788, 1.066353, -0.438295], [3.499788, -1.407947, -1.120795], [4.060288, -1.358847, -3.520595], [3.877888, -0.266147, -5.659995], [2.988488, 1.261453, -5.755695], [2.155388, -0.257547, -6.053795], [1.000388, 1.525353, -4.167195], [3.113188, 0.586453, 4.358505], [-3.790912, -2.509047, -1.433695], [-4.456712, -1.378247, -0.829695], [-5.544312, -0.823847, -1.600695], [-3.949612, -0.783347, 0.254305], [-2.532612, -1.398047, 0.999605], [-4.564412, 0.287653, 0.817605], [-3.759312, 1.181053, 1.630405], [-5.952412, 0.246953, 1.240505], [-4.534212, -3.141447, -1.914995], [-3.263612, -3.082447, -0.673095], [-3.063412, -2.173747, -2.179895], [-5.325912, -0.957547, -2.659495], [-5.650712, 0.238553, -1.395695], [-6.482912, -1.340047, -1.382595], [-2.773512, 1.321053, 1.176905], [-3.622512, 0.814053, 2.650905], [-4.270212, 2.141953, 1.664105], [-6.471712, -0.603047, 0.811105], [-6.463212, 1.167953, 0.958605], [-5.992812, 0.158853, 2.330505], [-0.273612, -2.005347, -1.306695], [-0.419212, -3.162747, -1.115995], [-0.443112, -4.399147, -1.086595], [-1.285512, -5.299747, -0.725295], [-1.986612, -6.153147, -0.394395]], "atomic_forces_ev_per_a": [[-0.06, -0.18, 1.71], [0.00, 0.07, 0.02], [-0.18, -0.13, -0.17], [-0.07, -0.06, -0.04], [0.02, 0.00, -0.14], [0.36, 0.18, 0.25], [-0.62, -0.26, 0.36], [1.08, 0.30, -1.78], [-0.43, 0.22, 0.40], [-0.12, 0.16, -0.15], [-0.08, 0.04, 0.27], [-0.06, -0.06, -0.08], [0.20, -0.31, -0.02], [0.08, -0.22, 0.54], [0.16, 0.62, -1.28], [0.16, -0.64, 0.89], [-0.66, -0.39, -0.11], [-0.02, 0.34, 0.18], [0.10, 0.13, -0.26], [0.28, 0.01, -0.12], [0.12, 0.38, 0.01], [-0.22, 0.01, 0.23], [0.12, -0.08, 0.29], [-0.19, -0.25, -0.24], [-0.20, -0.01, 0.00], [0.09, -0.01, -0.23], [0.60, -0.05, 0.57], [-0.74, 0.04, -1.14], [0.19, -0.44, 0.06], [0.10, 0.25, 0.05], [0.07, -0.03, -0.26], [-0.35, 0.08, 0.00], [-0.42, 0.32, 0.25], [0.06, 0.18, -0.30], [0.27, -0.18, 0.10], [-0.11, -0.14, -0.01], [0.03, 0.02, 0.02], [0.06, 0.02, 0.06], [0.07, 0.05, 0.07], [0.09, 0.06, 0.01], [0.05, 0.05, 0.01], [0.12, -0.09, 0.06], [0.10, -0.07, -0.06], [0.04, -0.02, -0.06], [0.03, 0.03, -0.05], [0.01, -0.03, -0.13], [-0.02, 0.02, 0.02], [-0.07, -0.08, 0.08], [0.23, -0.57, -0.15], [0.09, 0.50, 0.60], [-0.32, 0.17, -0.16], [0.32, -0.41, -0.32], [-0.11, 0.08, 0.37], [0.06, -0.09, -0.14], [0.41, 0.30, 0.09], [-0.26, 0.01, -0.09], [-0.03, -0.02, 0.00], [-0.14, -0.02, -0.13], [-0.06, 0.03, 0.06], [0.04, 0.03, 0.01], [-0.02, 0.00, 0.02], [-0.01, 0.07, -0.03], [-0.26, 0.04, 0.11], [-0.02, -0.06, -0.03], [-0.04, 0.06, 0.00], [-0.03, -0.02, -0.03], [-0.07, -0.01, -0.05], [0.01, -0.06, -0.03], [0.15, 0.78, 0.13], [-0.11, -0.06, -0.24], [1.42, 0.24, -0.35], [-0.90, -0.46, 0.42], [-0.36, -0.39, 0.06]], "orbital_gap_ev": [8.801, 6.049], "lumo_energy_ha": [0.016, -0.101], "charge": 0, "spin_multiplicity": 5, "e_above_lowest_kcal_mol": 29.4, "largest_force_ev_per_a": 2.1}